# 1
{
  "formula": "C8H15N2",
  "method": "ωB97M-V/def2-TZVPD",
  "smiles": "CCc1c(C)[n+](C)cn1C",
  "multiplicity": 1,
  "e_lumo_ev": -2.83,
  "relative_energy_kcal_mol": 22.5,
  "total_charge": 1,
  "species": ["C", "C", "C", "C", "C", "N", "C", "C", "N", "C", "H", "H", "H", "H", "H", "H", "H", "H", "H", "H", "H", "H", "H", "H", "H"],
  "coordinates": [[1.54, 2.36, -0.84], [1.24, 1.44, 0.39], [0.39, 0.33, 0.08], [-1.07, 0.16, 0.40], [-2.14, 1.14, 0.89], [-1.23, -1.20, 0.15], [-2.33, -2.01, 0.38], [-0.09, -1.75, -0.24], [0.89, -0.83, -0.32], [2.22, -1.18, -0.66], [0.79, 2.60, -1.52], [2.22, 1.76, -1.55], [1.94, 3.23, -0.52], [0.80, 2.03, 1.19], [2.16, 1.07, 0.69], [-3.03, 0.70, 0.54], [-2.06, 1.36, 1.93], [-1.86, 1.97, 0.29], [-2.60, -2.69, -0.44], [-2.11, -2.56, 1.37], [-3.27, -1.37, 0.57], [-0.06, -2.74, -0.53], [2.22, -2.34, -0.79], [2.59, -0.58, -1.64], [2.86, -0.90, 0.19]],
  "nbo_charge": [-0.58, -0.45, 0.19, 0.19, -0.64, -0.29, -0.43, 0.20, -0.28, -0.42, 0.22, 0.20, 0.22, 0.24, 0.23, 0.23, 0.25, 0.25, 0.25, 0.24, 0.24, 0.23, 0.25, 0.25, 0.23]
}

---

# 2
{
  "formula": "C8H15N2O",
  "method": "ωB97M-V/def2-TZVPD",
  "smiles": "C1CN([C@@]2([NH+]3CC3)CCO2)C1",
  "multiplicity": 1,
  "e_lumo_ev": -2.60,
  "relative_energy_kcal_mol": 144.0,
  "total_charge": 1,
  "species": ["C", "C", "N", "C", "N", "C", "C", "C", "C", "O", "C", "H", "H", "H", "H", "H", "H", "H", "H", "H", "H", "H", "H", "H", "H", "H"],
  "coordinates": [[3.02, 0.64, 0.15], [1.63, 1.27, 0.51], [1.10, 0.45, -0.53], [-0.46, -0.35, -0.18], [-1.27, 0.81, -0.60], [-2.63, 0.74, -0.25], [-1.73, 1.70, 0.48], [-0.72, -1.70, -0.80], [-1.06, -2.17, 0.63], [-0.80, -0.83, 1.13], [2.29, -0.48, -0.54], [3.59, 1.18, -0.57], [3.62, 0.56, 1.06], [1.33, 1.10, 1.62], [1.63, 2.43, 0.41], [-0.98, 1.16, -1.47], [-2.78, -0.08, 0.42], [-3.47, 0.92, -0.98], [-1.73, 2.82, 0.43], [-1.46, 1.28, 1.49], [0.24, -2.01, -1.22], [-1.55, -1.81, -1.41], [-2.09, -2.61, 0.67], [-0.43, -2.81, 1.20], [2.48, -0.67, -1.66], [2.24, -1.55, 0.01]],
  "nbo_charge": [-0.42, -0.25, -0.44, 0.60, -0.39, -0.25, -0.23, -0.50, -0.05, -0.53, -0.24, 0.23, 0.23, 0.20, 0.20, 0.47, 0.24, 0.27, 0.28, 0.27, 0.26, 0.24, 0.20, 0.21, 0.22, 0.20]
}

---

# 3
{
  "formula": "C8H15N2O2P",
  "method": "ωB97M-V/def2-TZVPD",
  "smiles": "CO[P@@](=O)(C1N=CC=N1)C(C)(C)C",
  "multiplicity": 1,
  "e_lumo_ev": -0.35,
  "relative_energy_kcal_mol": 79.7,
  "total_charge": 0,
  "species": ["C", "O", "P", "O", "C", "N", "C", "C", "N", "C", "C", "C", "C", "H", "H", "H", "H", "H", "H", "H", "H", "H", "H", "H", "H", "H", "H", "H"],
  "coordinates": [[-0.94, 1.21, -2.58], [-0.45, 0.80, -1.32], [-1.16, 0.18, -0.01], [-2.47, 0.83, 0.18], [-1.64, -1.96, -0.52], [-2.18, -1.66, -1.78], [-1.32, -2.07, -2.66], [-0.27, -2.72, -1.97], [-0.48, -2.82, -0.69], [0.32, 0.37, 1.03], [1.60, -0.21, 0.49], [0.45, 1.87, 1.08], [0.04, -0.45, 2.29], [-1.36, 0.43, -3.24], [-0.14, 1.45, -3.24], [-1.58, 2.08, -2.52], [-2.54, -2.30, 0.16], [-1.43, -2.00, -3.70], [0.68, -3.07, -2.29], [1.26, -1.00, -0.17], [2.19, 0.48, -0.11], [2.07, -0.80, 1.19], [0.35, 2.39, 0.11], [1.47, 1.88, 1.50], [-0.23, 2.45, 1.80], [-0.61, -1.42, 2.26], [0.97, -0.93, 2.60], [-0.37, 0.12, 3.12]],
  "nbo_charge": [-0.24, -0.85, 2.17, -1.05, -0.16, -0.39, -0.04, -0.02, -0.42, -0.42, -0.61, -0.63, -0.63, 0.19, 0.18, 0.19, 0.26, 0.20, 0.20, 0.24, 0.22, 0.22, 0.25, 0.22, 0.23, 0.24, 0.22, 0.23]
}

---

# 4
{
  "formula": "C8H15N2O4",
  "method": "ωB97M-V/def2-TZVPD",
  "multiplicity": 1,
  "e_lumo_ev": 3.60,
  "relative_energy_kcal_mol": 68.3,
  "total_charge": -1,
  "species": ["C", "C", "C", "C", "C", "C", "C", "C", "N", "N", "O", "O", "O", "O", "H", "H", "H", "H", "H", "H", "H", "H", "H", "H", "H", "H", "H", "H", "H"],
  "coordinates": [[2.13, 0.68, -0.64], [-1.58, -1.70, -0.51], [-1.74, -0.19, -0.79], [-0.11, -2.18, -0.57], [-0.82, 0.67, 1.33], [-2.01, 0.67, 0.40], [0.86, -1.08, 0.02], [2.17, 2.05, -1.30], [-0.22, -0.59, 1.54], [1.00, 0.08, -0.78], [0.72, -0.45, 2.58], [3.11, 0.42, 0.17], [-2.40, 1.94, -0.12], [1.85, -1.60, 0.70], [-1.96, -1.93, 0.45], [-2.18, -2.24, -1.40], [-0.89, 0.16, -1.27], [-2.48, -0.11, -1.62], [-0.08, -2.99, 0.12], [0.17, -2.49, -1.58], [-0.10, 1.40, 0.87], [-1.10, 1.15, 2.33], [-2.87, 0.31, 0.94], [1.23, 2.61, -1.16], [2.95, 2.77, -0.87], [2.22, 1.87, -2.37], [1.29, -1.24, 2.55], [-1.85, 2.56, 0.38], [2.71, -0.54, 0.60]],
  "nbo_charge": [0.62, -0.37, -0.45, -0.45, -0.27, 0.10, 0.62, -0.68, -0.30, -0.68, -0.64, -0.70, -0.72, -0.84, 0.21, 0.17, 0.26, 0.19, 0.21, 0.19, 0.14, 0.17, 0.14, 0.22, 0.21, 0.22, 0.49, 0.46, 0.50]
}

---

# 5
{
  "formula": "C8H15N2O4S",
  "method": "ωB97M-V/def2-TZVPD",
  "multiplicity": 1,
  "e_lumo_ev": [-5.29, -5.29],
  "total_charge": 1,
  "species": ["C", "C", "C", "C", "C", "C", "C", "C", "N", "N", "O", "O", "O", "O", "S", "H", "H", "H", "H", "H", "H", "H", "H", "H", "H", "H", "H", "H", "H", "H"],
  "coordinates": [[0.45, -0.50, 0.43], [-3.92, -1.07, -0.92], [-4.29, -0.66, 0.45], [-2.81, 1.22, -0.55], [-3.00, -0.24, -0.08], [4.07, 0.89, -0.10], [1.54, 0.56, 0.54], [2.67, 0.19, -0.46], [-1.89, -0.82, 0.39], [-0.78, -0.12, 0.42], [0.74, -1.72, 0.31], [5.15, 0.20, -0.70], [1.95, 0.60, 1.88], [2.93, -1.25, -0.44], [-1.49, 2.04, 0.28], [-3.60, -2.13, -1.20], [-4.49, -0.78, -1.91], [-5.10, 0.09, 0.36], [-4.53, -1.48, 1.18], [-2.82, 1.13, -1.62], [-3.66, 1.88, -0.25], [3.97, 1.87, -0.61], [4.12, 0.96, 1.02], [1.02, 1.56, 0.16], [2.31, 0.25, -1.50], [-2.04, -1.39, 1.30], [1.77, -1.84, 0.22], [6.01, 0.48, -0.24], [1.89, 1.59, 2.12], [3.85, -1.49, -0.46]],
  "nbo_charge": [0.61, -0.41, -0.43, -0.60, 0.07, -0.09, 0.00, 0.05, -0.34, -0.20, -0.61, -0.73, -0.69, -0.76, 0.32, 0.24, 0.24, 0.25, 0.25, 0.24, 0.27, 0.18, 0.20, 0.23, 0.21, 0.40, 0.54, 0.50, 0.50, 0.53]
}

---

# 6
{
  "formula": "C8H15N3",
  "method": "ωB97M-V/def2-TZVPD",
  "smiles": "C/C=N/C(C)C.c1c[nH]cn1",
  "multiplicity": 1,
  "e_lumo_ev": 0.95,
  "relative_energy_kcal_mol": 57.9,
  "total_charge": 0,
  "species": ["C", "C", "N", "C", "C", "C", "H", "H", "H", "H", "H", "H", "H", "H", "H", "H", "H", "C", "C", "N", "C", "N", "H", "H", "H", "H"],
  "coordinates": [[-2.04, 2.94, -0.70], [-1.89, 1.51, -0.28], [-0.94, 0.64, -0.20], [-1.27, -0.65, 0.18], [-1.11, -0.83, 1.65], [-0.58, -1.79, -0.67], [-2.51, 3.54, 0.08], [-1.05, 3.37, -0.95], [-2.62, 3.01, -1.57], [-2.90, 1.12, 0.07], [-2.42, -0.91, 0.00], [-1.28, -1.86, 1.91], [-0.07, -0.67, 2.15], [-1.83, -0.21, 2.15], [-0.69, -2.62, -0.08], [0.48, -1.63, -0.55], [-0.90, -2.07, -1.68], [2.98, -0.97, 0.83], [3.27, -1.10, -0.51], [2.47, -0.03, -1.10], [2.08, 0.71, -0.06], [2.37, 0.21, 1.13], [3.13, -1.68, 1.64], [3.50, -1.84, -1.29], [2.16, 0.08, -2.05], [1.66, 1.69, -0.11]],
  "nbo_charge": [-0.67, 0.16, -0.42, -0.05, -0.62, -0.62, 0.23, 0.22, 0.23, 0.12, 0.14, 0.21, 0.23, 0.21, 0.20, 0.21, 0.21, -0.08, -0.16, -0.55, 0.22, -0.48, 0.21, 0.22, 0.42, 0.20]
}

---

# 7
{
  "formula": "C8H15N3O4",
  "method": "ωB97M-V/def2-TZVPD",
  "multiplicity": 1,
  "e_lumo_ev": 0.38,
  "relative_energy_kcal_mol": 203.8,
  "total_charge": 0,
  "species": ["C", "C", "C", "C", "C", "C", "C", "C", "H", "H", "H", "H", "H", "H", "H", "H", "H", "H", "H", "H", "H", "H", "H", "N", "N", "N", "O", "O", "O", "O"],
  "coordinates": [[0.53, -0.69, 0.99], [0.00, -0.39, -0.41], [1.44, 0.57, 1.31], [0.56, 1.84, 1.82], [1.54, 2.54, 3.01], [-0.87, -1.23, -2.42], [-2.47, -1.08, -2.05], [-0.73, -2.31, -3.55], [1.36, -2.00, 2.11], [1.61, -2.41, 0.12], [-0.46, -0.67, 1.48], [2.33, 0.39, 2.13], [2.00, 0.85, 0.41], [-0.54, 1.56, 1.91], [0.49, 2.69, 0.94], [2.13, 4.19, 3.87], [0.39, 4.46, 3.02], [-0.57, -2.49, -0.60], [-0.52, -0.13, -2.52], [-1.82, -2.10, -4.08], [-0.72, -3.37, -2.87], [0.35, -2.02, -3.98], [-3.86, 0.61, -2.88], [0.79, -1.99, 1.09], [1.21, 3.80, 3.51], [-0.33, -1.57, -1.10], [-0.33, 0.74, -0.65], [2.43, 1.91, 3.47], [-3.10, -1.74, -1.12], [-2.83, 0.04, -2.96]],
  "nbo_charge": [-0.18, 0.70, -0.44, -0.53, 0.71, -0.16, 0.80, -0.65, 0.38, 0.33, 0.21, 0.25, 0.21, 0.25, 0.23, 0.41, 0.42, 0.46, 0.27, 0.26, 0.22, 0.25, 0.50, -0.80, -0.87, -0.68, -0.62, -0.60, -0.59, -0.75]
}

---

# 8
{
  "formula": "C8H15N3O5",
  "method": "ωB97M-V/def2-TZVPD",
  "smiles": "C[C@@H](O)[C@H](N)C(=O)N[C@@H](CC(N)=O)C(=O)O",
  "multiplicity": 1,
  "e_lumo_ev": 0.23,
  "relative_energy_kcal_mol": 92.3,
  "total_charge": 0,
  "species": ["C", "C", "O", "C", "N", "C", "O", "N", "C", "C", "C", "N", "O", "C", "O", "O", "H", "H", "H", "H", "H", "H", "H", "H", "H", "H", "H", "H", "H", "H", "H"],
  "coordinates": [[0.06, -2.42, 1.75], [1.11, -2.36, 0.71], [0.87, -3.45, -0.30], [1.09, -1.11, -0.16], [2.28, -0.67, -0.73], [0.82, 0.17, 0.85], [1.68, -0.03, 1.71], [-0.28, 0.99, 0.92], [-1.19, 1.12, -0.16], [-0.64, 1.73, -1.44], [0.48, 2.74, -1.16], [0.17, 3.77, -0.26], [1.59, 2.37, -1.56], [-2.22, -0.07, -0.39], [-2.06, -1.18, -0.76], [-3.47, 0.25, -0.09], [-1.04, -2.24, 1.50], [0.31, -1.69, 2.61], [0.31, -3.36, 2.13], [2.15, -2.34, 1.21], [0.52, -4.25, 0.18], [0.26, -1.13, -0.83], [2.99, -1.44, -0.83], [2.11, 0.02, -1.42], [-0.45, 1.20, 1.86], [-1.85, 1.85, 0.04], [-0.21, 0.91, -2.07], [-1.59, 2.12, -2.02], [0.98, 4.35, -0.27], [-0.64, 4.44, -0.56], [-4.12, -0.30, -0.44]],
  "nbo_charge": [-0.66, 0.08, -0.73, -0.11, -0.85, 0.68, -0.62, -0.64, -0.13, -0.50, 0.68, -0.83, -0.57, 0.78, -0.56, -0.70, 0.23, 0.24, 0.21, 0.20, 0.46, 0.19, 0.38, 0.39, 0.42, 0.22, 0.24, 0.23, 0.39, 0.39, 0.50]
}

---

# 9
{
  "formula": "C8H15N3S",
  "method": "ωB97M-V/def2-TZVPD",
  "multiplicity": 1,
  "e_lumo_ev": 0.80,
  "relative_energy_kcal_mol": 40.2,
  "total_charge": 0,
  "species": ["C", "C", "C", "C", "C", "C", "C", "C", "H", "H", "H", "H", "H", "H", "H", "H", "H", "H", "H", "H", "H", "H", "H", "N", "N", "N", "S"],
  "coordinates": [[-2.38, -2.97, -0.37], [-1.72, -1.84, 0.18], [-0.83, -0.88, -0.72], [-0.75, 1.46, -0.18], [1.18, 0.34, -0.01], [2.06, -0.86, 0.07], [3.33, -0.12, 0.29], [1.74, -1.87, 1.23], [-2.80, -2.81, -1.44], [-1.70, -3.73, -0.70], [-3.04, -3.42, 0.18], [-1.06, -1.85, 1.10], [-2.53, -1.17, 0.51], [0.08, -1.36, -1.37], [-1.43, -0.52, -1.57], [0.26, 3.26, 0.07], [2.24, -1.38, -0.98], [3.27, 0.82, -0.48], [4.14, -0.74, 0.02], [3.35, 0.47, 1.21], [1.11, -2.77, 1.05], [1.41, -1.47, 2.28], [3.00, -2.06, 1.66], [-0.18, 0.19, -0.11], [0.36, 2.21, 0.07], [1.65, 1.60, 0.10], [-2.18, 1.95, -0.30]],
  "nbo_charge": [-0.60, -0.42, -0.20, 0.13, 0.40, -0.31, -0.62, -0.63, 0.21, 0.20, 0.21, 0.21, 0.22, 0.19, 0.22, 0.42, 0.24, 0.25, 0.21, 0.23, 0.23, 0.23, 0.22, -0.42, -0.42, -0.29, -0.12]
}

---

# 10
{
  "formula": "C8H15N4O2",
  "method": "ωB97M-V/def2-TZVPD",
  "multiplicity": 1,
  "e_lumo_ev": [-3.97, -3.97],
  "relative_energy_kcal_mol": 124.0,
  "total_charge": 1,
  "species": ["C", "C", "C", "C", "C", "C", "C", "C", "N", "N", "N", "N", "O", "O", "H", "H", "H", "H", "H", "H", "H", "H", "H", "H", "H", "H", "H", "H", "H"],
  "coordinates": [[1.65, -1.69, -0.58], [2.16, -1.77, 0.68], [2.71, 2.10, 0.69], [2.60, -2.00, -1.65], [-1.51, 0.92, 2.11], [-2.47, -1.07, -0.07], [-1.58, 0.35, -1.67], [-1.62, 1.14, 0.64], [0.56, -1.07, -0.79], [2.79, 3.29, 0.82], [-0.09, -0.50, 0.16], [-1.41, -0.09, -0.25], [2.73, -1.76, 1.69], [2.73, 0.97, 0.33], [3.38, -1.28, -1.74], [2.17, -2.07, -2.59], [3.01, -2.92, -1.35], [-0.91, 0.01, 2.32], [-0.98, 1.79, 2.43], [-2.42, 0.87, 2.65], [-3.30, -1.07, -0.73], [-2.12, -2.10, -0.12], [-2.61, -1.03, 1.12], [-0.99, 1.20, -1.96], [-1.07, -0.48, -2.35], [-2.57, 0.73, -1.77], [-0.95, 1.98, 0.14], [-2.74, 1.48, 0.36], [2.86, 4.06, 1.46]],
  "nbo_charge": [-0.16, 0.86, 0.86, -0.60, -0.67, -0.45, -0.46, -0.19, -0.11, -0.73, -0.17, -0.13, -0.32, -0.58, 0.23, 0.25, 0.23, 0.25, 0.25, 0.24, 0.26, 0.25, 0.24, 0.23, 0.28, 0.24, 0.24, 0.22, 0.46]
}

---

# 11
{
  "formula": "C8H15N4O2",
  "method": "ωB97M-V/def2-TZVPD",
  "multiplicity": 1,
  "e_lumo_ev": -3.41,
  "relative_energy_kcal_mol": 42.4,
  "total_charge": 1,
  "species": ["C", "C", "C", "C", "C", "C", "C", "C", "N", "N", "N", "N", "O", "O", "H", "H", "H", "H", "H", "H", "H", "H", "H", "H", "H", "H", "H", "H", "H"],
  "coordinates": [[0.12, -2.14, 1.64], [0.36, -2.93, 0.54], [-0.20, -0.88, 1.11], [-0.55, 0.36, 1.75], [-1.24, 1.61, 3.72], [-0.51, 2.03, -2.35], [1.74, 0.40, -2.98], [1.49, 0.88, -1.78], [-0.18, -0.93, -0.24], [0.37, -2.50, -1.84], [-0.84, 0.40, 3.03], [0.15, -2.15, -0.54], [-0.62, 1.47, 1.08], [0.43, 1.64, -1.37], [0.20, -2.44, 2.67], [0.66, -3.95, 0.45], [-1.80, 1.34, 4.61], [-0.37, 2.20, 4.00], [-1.87, 2.21, 3.06], [-1.08, 1.17, -2.72], [-0.02, 2.52, -3.20], [-1.18, 2.74, -1.87], [2.63, -0.17, -3.16], [1.10, 0.57, -3.83], [-0.29, 1.40, 0.14], [2.16, 0.72, -0.94], [-0.05, -3.38, -2.11], [0.16, -1.73, -2.46], [-0.78, -0.45, 3.57]],
  "nbo_charge": [-0.25, -0.06, -0.07, 0.69, -0.43, -0.26, -0.53, 0.15, -0.23, -0.61, -0.50, 0.06, -0.62, -0.54, 0.24, 0.25, 0.23, 0.23, 0.24, 0.18, 0.20, 0.21, 0.23, 0.21, 0.55, 0.20, 0.39, 0.41, 0.43]
}

---

# 12
{
  "formula": "C8H15N7",
  "method": "ωB97M-V/def2-TZVPD",
  "s2": 2.01,
  "multiplicity": 3,
  "e_lumo_ev": [-6.11, -9.22],
  "relative_energy_kcal_mol": 0.0,
  "total_charge": 2,
  "species": ["C", "C", "C", "C", "C", "C", "C", "C", "N", "N", "N", "N", "N", "N", "N", "H", "H", "H", "H", "H", "H", "H", "H", "H", "H", "H", "H", "H", "H", "H"],
  "coordinates": [[1.13, -1.82, -3.56], [-0.18, -1.93, -4.03], [-0.20, -1.45, -1.85], [0.19, -0.84, 0.51], [-0.38, 0.29, 2.59], [-0.30, 2.03, 0.91], [0.72, 2.96, 0.56], [-1.21, 1.51, 0.06], [1.04, -1.50, -2.21], [-0.95, -1.77, -2.87], [-0.46, -0.80, 1.82], [-0.58, -1.23, -0.55], [-0.25, 1.52, 2.15], [-0.37, 0.02, 3.93], [1.42, -0.61, 0.41], [2.15, -1.83, -3.93], [-0.67, -2.13, -4.93], [0.38, 3.94, 0.56], [0.88, 2.74, -0.48], [1.67, 2.88, 1.17], [-1.57, -1.48, -0.46], [-1.16, 1.74, -0.98], [-1.95, 0.83, 0.38], [-1.98, -1.85, -2.79], [-0.86, -1.63, 2.33], [0.17, 2.15, 2.74], [-0.29, -0.98, 4.30], [-0.31, 0.88, 4.57], [2.20, -0.45, 1.08], [1.69, -1.21, -1.44]],
  "lowdin_spin": [0.00, 0.00, 0.00, 0.03, 0.19, 0.50, 0.09, 0.69, 0.00, 0.00, 0.06, 0.04, 0.11, 0.11, 0.02, 0.00, 0.00, 0.03, 0.02, 0.01, 0.00, 0.03, 0.03, 0.00, 0.01, 0.01, 0.00, 0.00, 0.00, 0.00]
}

---

no.,electronic energy (hartree)
1,-423.05843
2,-498.13881
3,-915.10238
4,-724.23698
5,-1122.06080
6,-478.01319
7,-778.81889
8,-854.22554
9,-876.12900
10,-682.92125
11,-683.05127
12,-696.40275